The following is a DFT calculation (wB97M-V/def2-TZVPD) of a molecular structure, C29H45FInP2.

Each line ends with the Mulliken charge.
Geometry (Å):
In: -3.49673 -2.89591 -0.67865  0.524
C: 1.25429 1.00935 0.85976  0.263
C: -0.06909 1.31151 1.28441  1.022
C: 0.51858 -0.70883 2.19352  0.741
C: 1.60732 -0.25509 1.41045  0.217
C: -0.49660 0.28020 2.15752  0.511
C: 2.11770 1.88003 0.03379  -1.161
H: 1.58106 2.30583 -0.83085  -0.033
H: 2.98351 1.32061 -0.34907  0.365
H: 2.51646 2.72325 0.62565  0.321
C: 2.88498 -0.96793 1.22483  -1.427
H: 3.57373 -0.35046 0.63837  0.401
H: 2.73794 -1.92664 0.70378  0.181
H: 3.34659 -1.18676 2.19955  0.294
C: 0.39425 -1.98775 2.91561  -1.441
H: 1.26237 -2.65101 2.79571  0.360
H: -0.48494 -2.54815 2.55816  0.126
H: 0.23779 -1.80813 3.99189  0.424
C: -1.75041 0.23395 2.93696  -1.524
H: -1.51964 0.25296 4.01753  0.317
H: -2.32704 -0.68153 2.72192  0.215
H: -2.38698 1.10451 2.74399  0.391
C: -0.87043 2.50017 0.91970  -1.492
H: -1.41422 2.88963 1.79536  0.510
H: -1.62638 2.24997 0.15165  0.099
H: -0.24497 3.31413 0.53061  0.432
C: 0.40186 1.14502 -3.82227  -0.992
C: 0.59196 2.31854 -3.16557  -0.484
C: -0.43596 3.32514 -2.84362  -0.088
C: -1.73010 3.25427 -3.72840  -1.207
C: -2.81681 2.57863 -2.97445  -0.632
C: -2.68730 1.39624 -2.36079  0.031
C: -1.72741 0.29133 -2.65181  1.119
C: -0.87139 0.37406 -3.95074  -1.050
H: 0.05752 4.30594 -2.90940  0.483
H: -1.49139 2.78117 -4.69466  0.288
H: -0.67768 3.19732 -1.77492  -0.195
H: -1.49014 0.68751 -4.81258  0.179
H: 1.25319 0.67451 -4.30420  0.463
H: 1.60662 2.55889 -2.86643  0.739
H: -0.54635 -0.66027 -4.20559  0.530
H: -1.08919 0.10676 -1.77727  -0.255
H: -3.46508 1.13133 -1.63677  -0.199
H: -2.31055 -0.64751 -2.76301  0.082
H: -2.06276 4.26686 -4.00668  0.443
H: -3.78599 3.11048 -2.88992  0.477
P: -4.17487 -0.43340 -4.24218  0.998
C: -4.07244 -0.96317 -5.99636  -1.381
C: -5.24387 1.06414 -4.56824  -1.451
P: -5.46430 -1.83100 -1.79830  0.473
C: -5.38586 -1.66367 -3.62888  -1.399
C: -6.12693 -0.22557 -1.24535  -1.090
C: -6.94805 -2.89850 -1.75159  -1.230
H: -4.03877 -2.05769 -6.03950  0.418
H: -3.16473 -0.54735 -6.45297  0.344
H: -4.93847 -0.60457 -6.56482  0.402
H: -5.91848 0.85146 -5.40526  0.490
H: -4.59440 1.90324 -4.85407  0.392
H: -5.82470 1.35616 -3.68573  0.281
H: -7.62994 -2.64047 -2.57570  0.393
H: -7.45273 -2.74751 -0.78927  0.433
H: -6.64175 -3.94541 -1.85072  0.379
H: -5.05140 -2.63079 -4.04042  0.524
H: -6.37811 -1.42374 -4.04938  0.520
H: -6.80848 -0.42690 -0.41194  0.496
H: -6.69876 0.29750 -2.02310  0.314
H: -5.32761 0.43068 -0.88547  0.257
F: 2.34841 -5.04598 0.37957  -0.346
C: 1.10029 -4.46456 0.34659  0.386
C: 0.07343 -5.07191 1.06002  -0.685
C: -1.22088 -4.50881 0.95182  -0.350
C: -1.45120 -3.37067 0.16820  -0.129
C: -0.37085 -2.69830 -0.39460  -0.017
C: 0.90660 -3.27998 -0.34848  -0.914
H: 0.26299 -5.95333 1.66038  0.475
H: -2.03081 -4.99139 1.49784  0.432
H: -0.48952 -1.72515 -0.87740  0.561
H: 1.72037 -2.78852 -0.87195  0.656

- Charge: +1
- Gap between HOMO and LUMO (spin up / spin down): 4.77 / 4.67 eV
- LUMO level (spin up / spin down): -4.32 / -4.32 eV
- Energy relative to the best compared isomer or geometry (same formula, charge and spin): 0.554 eV
- HOMO level (spin up / spin down): -9.088 / -8.984 eV